This record from the OMol25 dataset describes a molecular structure, C4H9N2O2 at a distorted geometry. The level of theory is the ωB97M-V functional and the def2-TZVPD basis.

Element x y z (Å)
1 N -1.0187 0.0998 2.8653
2 C -0.3274 1.1280 2.2036
3 C 0.0490 0.7513 0.7538
4 N 0.7013 -0.4497 0.6502
5 C 0.2053 -1.2135 -0.5280
6 C 0.3037 -0.3585 -1.8308
7 O 1.4009 0.1881 -2.0424
8 O -0.7261 -0.3562 -2.5325
9 H -2.0072 0.0889 2.6387
10 H 0.6740 1.1913 2.6251
11 H -1.7948 0.6714 -0.1201
12 H -0.8669 2.0743 2.1615
13 H 0.5646 1.5593 0.2133
14 H -1.0435 0.5616 0.1739
15 H 0.3446 -0.9118 1.5090
16 H 0.8029 -2.1064 -0.6785
17 H -0.8417 -1.4935 -0.3748

Energy above the lowest of the compared OMol25 structures with the same formula, charge and spin   141.6 kcal/mol
Kohn-Sham gap   5.757 eV
LUMO energy   2.23 eV
Max |F|   5.12 eV Å⁻¹
Net charge   -1

Atom charges from the Mulliken analysis, given in e for atoms 1 to 2: atom 1 (N): -0.868, atom 2 (C): -0.516